# 1
Density functional theory data (ωB97M-V with the def2-TZVPD basis set) for a molecular structure, C2H2FOP in a non-equilibrium geometry.

The calculation puts the calculated total energy at -593.70704 a.u. As for the strongest force on any atom: 3.54 eV/A. The calculation puts the gap between HOMO and LUMO (spin up / spin down) at 8.79 / 8.79 eV. Its spin multiplicity is 1. The value obtained for the LUMO energy (spin up / spin down) is -1.187 / -1.188 eV.

The geometry in XYZ format:
```
7
C2H2FOP | the Open Molecules 2025 dataset | ωB97M-V with the def2-TZVPD basis set
P 0.88855 -0.69271 -0.14806
F -0.38706 1.25595 -0.75058
H 1.41147 -1.93195 0.04596
O -1.92581 0.84429 0.73997
C -0.81209 0.83775 0.43932
H 0.41367 -0.62488 -1.51483
C 0.41128 0.31155 1.18822
```



# 2
Density functional theory data (ωB97M-V with the def2-TZVPD basis set) for C2H2FP in the gas phase in a non-equilibrium geometry.

The calculation puts the calculated total energy at -518.27028 a.u. As for the strongest force on any atom: 2.63 eV/A. The calculation puts the gap between HOMO and LUMO (spin up / spin down) at 8.00 / 7.30 eV. Its spin multiplicity is 1. The value obtained for the LUMO energy (spin up / spin down) is -0.843 / -1.409 eV.

The geometry in XYZ format:
```
6
C2H2FP | the Open Molecules 2025 dataset | ωB97M-V with the def2-TZVPD basis set
P -0.65437 -0.08720 0.10698
H -1.11399 0.91542 0.93053
C 0.97070 0.24009 -0.49155
F 2.08722 0.40595 0.20632
C 0.03845 -1.67237 0.22867
H -1.32799 0.19810 -0.98094
```



# 3
Density functional theory data (ωB97M-V with the def2-TZVPD basis set) for C2H2FP in the gas phase in a non-equilibrium geometry.

The calculation puts the calculated total energy at -518.52230 a.u. As for the strongest force on any atom: 3.40 eV/A. The calculation puts the gap between HOMO and LUMO at 9.38 eV. Its spin multiplicity is 1. The value obtained for the LUMO energy is -0.510 eV.

The geometry in XYZ format:
```
6
C2H2FP | the Open Molecules 2025 dataset | ωB97M-V with the def2-TZVPD basis set
C -0.47103 0.03370 0.28440
C 0.79640 0.02334 -0.41126
H 1.89655 0.01670 -0.07952
F -0.98727 -1.18497 1.07268
P -0.33922 0.14777 -1.63978
H -0.89544 0.96346 0.77348
```